A structure of composition C16H33NO4P2ReS at a distorted geometry, computed with ωB97M-V with the def2-TZVPD basis set.

LUMO level (alpha / beta): 0.404 / -1.067 eV
HOMO-LUMO gap (alpha / beta): 6.25 / 5.71 eV
⟨S²⟩: 3.790
total charge: 0
E_HOMO (alpha / beta): -5.842 / -6.775 eV
spin multiplicity: 4

Structure (XYZ):
```
58
Properties=species:S:1:pos:R:3:mulliken_charge:R:1
Re -0.239 -0.354 -0.427 0.631
P -0.304 0.296 -2.517 1.330
P -0.104 -0.794 2.917 0.955
N 0.987 -1.570 -0.631 -0.455
H -1.862 4.066 1.191 -0.785
C 0.734 1.741 -2.943 -1.150
H 0.500 2.048 -3.957 0.396
H 1.777 1.443 -2.877 0.378
H 0.559 2.562 -2.251 0.272
C -1.883 0.836 -3.260 -1.171
H -1.704 1.081 -4.305 0.431
H -2.237 1.711 -2.710 0.268
H -2.624 0.039 -3.180 0.337
C 0.385 -0.905 -3.700 -1.363
H 0.235 -0.524 -4.702 0.451
H -0.096 -1.872 -3.590 0.353
H 1.448 -1.014 -3.493 0.366
C 1.059 0.042 3.999 -0.913
H 1.086 -0.598 4.889 0.409
H 0.716 1.059 4.249 0.160
H 2.050 0.072 3.527 0.319
C -1.720 -0.656 3.659 -0.974
H -1.596 -0.859 4.727 0.384
H -2.356 -1.411 3.182 0.353
H -2.125 0.356 3.501 0.209
C 0.484 -2.450 2.687 -1.124
H 0.534 -2.899 3.680 0.435
H 1.478 -2.435 2.228 0.266
H -0.206 -3.004 2.043 0.321
C 1.893 -2.525 -0.759 0.085
C 4.123 -3.354 -1.090 -0.459
C 3.294 -2.309 -0.830 -0.376
C 1.352 -3.849 -0.907 0.046
C 2.200 -4.880 -1.163 -0.636
C 3.565 -4.630 -1.246 -0.290
H 5.210 -3.177 -1.172 0.352
H 3.667 -1.244 -0.710 0.334
H 0.243 -3.945 -0.856 0.346
H 1.768 -5.880 -1.297 0.352
H 4.249 -5.486 -1.446 0.298
C -1.817 3.225 0.424 1.371
O -1.139 2.105 0.249 -0.705
C -1.215 4.371 -0.413 -1.233
H -2.057 4.992 -0.731 0.455
H -0.827 3.810 -1.324 0.064
H -0.301 4.808 -0.104 0.282
C -3.320 2.998 0.573 -1.492
H -3.608 3.790 1.284 0.356
H -3.613 1.994 0.904 0.193
H -3.677 3.200 -0.423 0.477
C -1.170 5.147 3.376 -1.028
S -0.987 3.351 3.169 1.026
O 0.142 2.987 4.090 -0.735
O -2.255 2.673 3.317 -0.534
O -0.258 -0.078 1.578 -0.647
H -1.299 5.300 4.455 0.383
H -2.051 5.490 2.820 0.308
H -0.259 5.647 3.027 0.315
```

---

A structure of composition C25H45ClInP2 at a distorted geometry, computed with ωB97M-V with the def2-TZVPD basis set.

LUMO level (alpha / beta): -3.749 / -3.397 eV
HOMO-LUMO gap (alpha / beta): 5.45 / 5.70 eV
total charge: +1
E_HOMO (alpha / beta): -9.195 / -9.094 eV

Structure (XYZ):
```
74
Properties=species:S:1:pos:R:3:mulliken_charge:R:1
In 0.124 0.690 0.027 1.104
C 1.698 -3.049 2.248 0.563
C 0.397 -2.798 2.775 0.265
C 0.249 -4.599 1.352 0.595
C 1.599 -4.182 1.403 0.666
C -0.494 -3.758 2.225 0.504
C 2.943 -2.287 2.546 -1.577
H 2.701 -1.311 2.998 0.351
H 3.514 -2.115 1.614 0.348
H 3.600 -2.838 3.249 0.333
C 2.706 -4.801 0.621 -1.536
H 3.659 -4.409 0.977 0.429
H 2.613 -4.595 -0.455 0.268
H 2.698 -5.888 0.753 0.383
C -0.270 -5.752 0.556 -1.443
H 0.161 -6.710 0.915 0.307
H 0.004 -5.634 -0.512 0.293
H -1.367 -5.791 0.649 0.375
C -1.946 -3.869 2.511 -1.612
H -2.140 -4.601 3.308 0.290
H -2.495 -4.198 1.619 0.369
H -2.349 -2.905 2.838 0.344
C 0.038 -1.735 3.752 -1.403
H 0.109 -2.114 4.789 0.312
H -0.997 -1.395 3.584 0.334
H 0.721 -0.875 3.653 0.306
C 0.757 4.093 -1.913 -0.272
C 1.389 3.900 -0.578 -0.799
C 0.905 4.663 0.633 -1.328
C -0.520 4.307 1.078 -1.174
C -1.003 2.988 0.515 -0.171
C -1.504 2.932 -0.783 -0.613
C -1.793 4.152 -1.700 -1.200
C -0.510 4.911 -2.094 -1.105
H 0.940 5.752 0.473 0.478
H -1.215 5.067 0.726 0.415
H 1.632 4.500 1.443 0.352
H -0.415 5.825 -1.496 0.307
H 1.416 4.064 -2.799 0.609
H 2.484 3.838 -0.584 0.813
H -0.553 5.266 -3.144 0.432
H -2.288 3.815 -2.626 0.224
H -2.262 2.191 -0.999 0.376
H -2.508 4.826 -1.219 0.545
H -0.609 4.330 2.187 0.380
H -1.311 2.229 1.250 0.872
P 0.757 2.304 -1.701 1.001
P -2.031 -0.374 -1.284 0.734
C -0.263 1.524 -2.971 -1.521
C -1.584 0.688 -2.775 -1.319
H 0.493 0.916 -3.459 0.866
H -0.479 2.429 -3.505 0.684
H -2.424 1.330 -3.021 0.469
H -1.469 -0.074 -3.563 0.534
C -2.712 -1.931 -1.905 -1.154
H -2.779 -2.608 -1.032 0.287
H -2.024 -2.372 -2.644 0.393
H -3.712 -1.805 -2.348 0.440
C -3.471 0.259 -0.312 -1.180
H -4.343 0.568 -0.907 0.392
H -3.146 1.088 0.344 0.318
H -3.770 -0.578 0.349 0.428
C 2.504 1.729 -1.947 -1.167
H 3.020 1.446 -1.014 0.320
H 3.027 2.591 -2.399 0.486
H 2.542 0.840 -2.634 0.425
C 1.654 1.615 1.196 -1.733
H 2.192 0.742 1.509 0.506
H 1.039 2.101 1.951 0.488
H 2.318 2.384 0.697 0.407
Cl 1.153 -1.545 -2.699 -0.238
C 0.872 -1.443 -0.988 -0.545
H 0.262 -2.327 -0.716 0.076
H 1.868 -1.628 -0.583 0.290
```

---

A cluster of 2 separate species, CH3F2OPS in total at a distorted geometry, computed with ωB97M-V with the def2-TZVPD basis set.

LUMO level: -0.016 eV
HOMO-LUMO gap: 9.70 eV
total charge: 0
E_HOMO: -9.717 eV
SMILES: FP(F)S.C=O

Structure (XYZ):
```
9
Properties=species:S:1:pos:R:3:mulliken_charge:R:1
F 2.994 -0.690 0.359 -0.236
P 1.472 -0.282 0.410 0.522
F 1.299 -1.012 -1.040 -0.248
S 1.831 1.721 -0.189 -0.213
H 0.635 1.974 -0.353 0.152
C -2.058 -0.474 0.170 -0.068
O -1.334 0.514 0.411 -0.408
H -1.750 -1.393 0.387 0.252
H -3.088 -0.357 -0.155 0.247
```

---

A structure of composition C26H44BCoN7O3S4Se2, computed with ωB97M-V with the def2-TZVPD basis set.

LUMO level: 2.339 eV
HOMO-LUMO gap: 6.34 eV
total charge: -1
E_HOMO: -3.996 eV

Structure (XYZ):
```
88
Properties=species:S:1:pos:R:3:mulliken_charge:R:1
Co -0.690 -0.295 -0.366 1.154
C 3.435 -2.655 -2.397 -1.325
C 3.369 -1.251 -2.998 1.372
C 4.635 -0.948 -3.809 -1.807
C 2.179 -1.160 -3.947 -1.862
N 3.331 -0.278 -1.859 0.643
C 4.440 -0.148 -1.038 -0.379
C 4.137 0.754 -0.089 -1.289
N 2.849 1.181 -0.305 0.061
B 2.217 2.200 0.678 1.007
N 1.761 1.552 2.003 -0.063
C 1.722 2.325 3.138 -1.383
C 1.187 1.588 4.123 -0.320
N 0.895 0.339 3.599 0.789
C 1.229 0.339 2.277 0.051
S 1.040 -0.940 1.135 -0.368
C 0.245 -0.676 4.489 1.546
C 1.117 -0.805 5.742 -1.787
C -1.147 -0.149 4.837 -1.413
C 0.101 -2.063 3.875 -2.023
N 1.119 3.069 0.017 0.023
C 1.495 4.095 -0.816 -1.266
C 0.386 4.603 -1.377 -0.401
N -0.694 3.888 -0.883 0.627
C -0.225 2.928 -0.040 0.126
S -1.113 1.756 0.845 -0.361
C -2.065 4.191 -1.399 1.484
C -3.178 3.374 -0.754 -2.026
C -2.052 3.902 -2.902 -1.411
C -2.337 5.674 -1.128 -1.734
C 2.346 0.530 -1.376 -0.046
S 0.745 0.710 -1.965 -0.376
H 3.484 -3.389 -3.202 0.441
H 2.542 -2.853 -1.804 0.141
H 4.316 -2.779 -1.763 0.330
H 4.666 -1.616 -4.669 0.464
H 5.552 -1.101 -3.240 0.405
H 4.618 0.081 -4.172 0.383
H 2.391 -1.842 -4.775 0.547
H 2.058 -0.155 -4.350 0.394
H 1.244 -1.461 -3.483 0.269
H 5.341 -0.707 -1.195 0.501
H 4.724 1.130 0.730 0.578
H 3.110 2.966 0.974 -0.272
H 2.077 3.340 3.137 0.579
H 0.989 1.843 5.146 0.511
H 1.183 0.122 6.312 0.408
H 2.126 -1.120 5.472 0.381
H 0.684 -1.563 6.394 0.448
H -1.101 0.827 5.325 0.363
H -1.638 -0.849 5.515 0.456
H -1.743 -0.068 3.927 0.184
H 1.057 -2.473 3.554 0.381
H -0.578 -2.053 3.029 0.188
H -0.314 -2.706 4.655 0.622
H 2.528 4.370 -0.937 0.582
H 0.272 5.406 -2.079 0.503
H -3.062 2.308 -0.934 0.288
H -4.111 3.713 -1.212 0.535
H -3.236 3.540 0.319 0.434
H -1.781 2.861 -3.074 0.172
H -1.346 4.540 -3.437 0.362
H -3.047 4.074 -3.313 0.454
H -2.309 5.874 -0.056 0.375
H -3.332 5.925 -1.499 0.449
H -1.621 6.331 -1.623 0.384
O -5.040 -3.333 0.692 -0.656
C -4.208 -3.272 -0.459 -1.633
C -2.748 -3.672 -0.200 2.410
C -2.681 -5.188 0.005 -1.057
O -1.370 -5.654 0.305 -0.575
C -2.222 -3.000 1.070 -2.554
Se -2.422 -1.058 1.101 -0.177
C -1.958 -3.307 -1.479 -1.511
Se -0.220 -2.452 -1.259 -0.206
H -4.825 -2.540 1.204 0.369
H -4.216 -2.259 -0.871 0.500
H -4.647 -3.949 -1.199 0.566
H -3.052 -5.683 -0.904 0.401
H -3.323 -5.486 0.837 0.433
H -0.737 -5.042 -0.097 0.341
H -1.166 -3.227 1.209 0.877
H -2.768 -3.391 1.931 0.797
H -2.543 -2.667 -2.140 0.354
H -1.743 -4.211 -2.054 0.308
O -1.809 -0.888 -4.011 -0.524
S -2.491 -0.040 -3.025 0.093
N -2.034 0.171 -1.636 -0.039
```

---

Energy relative to the best compared isomer or geometry (same formula, charge and spin), respectively: 6.18 62.29 43.67 0.00 kcal/mol.